Molecular formula: C7H11CuNO2
Method: DFT, wB97M-V/def2-TZVPD

Cartesian coordinates (Å):
H: -0.23295 -0.26732 5.90384
H: 1.26169 -0.11510 3.23301
C: -0.91841 -1.51510 4.27734
O: -0.77749 -0.68403 1.59006
H: -1.79943 2.11345 2.75309
H: -0.50878 -2.18090 3.52310
H: -2.11524 0.17807 4.24962
H: 0.75325 2.43151 3.62883
C: -1.21815 0.05065 2.50364
H: -0.50781 1.89912 4.71025
H: -1.53082 -2.09705 4.96097
H: 0.93991 -1.45273 5.36461
C: 0.18962 -0.74202 5.01346
Cu: -0.32855 -0.72726 -0.17800
C: -0.90607 1.50869 2.59700
C: 0.88706 0.33988 4.15491
C: 0.06112 1.61339 3.82346
C: 0.08598 -0.82020 -1.95012
H: 1.76436 0.66418 4.71335
O: 0.31768 -0.90335 -3.03857
H: -0.42596 1.83769 1.67749
N: -1.74778 -0.50156 3.59742

Results
E_LUMO: -3.9 eV
charge: +1
Kohn-Sham gap: 0.3648 Eh

***

Molecular formula: CH3ClN2O2
Method: DFT, wB97M-V/def2-TZVPD

Cartesian coordinates (Å):
H: 0.68429 -0.79077 -0.15396
H: 0.19542 0.99904 0.15984
O: -1.17598 0.93888 -3.28776
N: -0.95778 0.77566 -2.12674
C: -0.00586 -0.00766 -0.18026
Cl: -2.78251 1.03833 -0.35637
N: -0.24518 -0.01893 -1.56046
H: -0.79151 -0.27349 0.39204
O: -1.60341 1.84689 -1.20133

Results
E_LUMO: -0.3 eV
ΔE to the lowest compared entry with this formula, charge and spin: 400.9 kJ/mol
Kohn-Sham gap: 0.3819 Eh

***

Molecular formula: C46H56F9NO8PReSSi
Method: DFT, wB97M-V/def2-TZVPD

Cartesian coordinates (Å):
C: 0.56382 -2.17210 2.39877
H: 3.74355 3.12172 -4.03989
C: -0.10402 -4.40615 1.79252
C: -2.46306 0.86490 -1.50201
F: 1.26264 2.55766 7.77853
H: -3.13783 0.30030 3.74632
F: 8.09848 -0.70738 2.03470
C: 2.96541 -4.26563 -1.80350
H: 6.48156 0.65954 -3.42305
P: 1.37318 -0.63185 1.86191
H: -0.14224 -5.21571 1.07658
C: 0.67905 -0.93597 -5.35407
H: 3.83112 4.09039 0.66790
H: 5.24214 1.03140 -1.24282
H: 0.10024 4.78584 1.27335
H: 0.29942 2.07674 2.28788
H: 3.23697 4.48315 -1.70109
C: 5.41290 -0.22592 1.81156
C: 1.54353 3.18142 6.62386
N: 1.07938 1.94856 -0.10193
C: 1.42691 3.04466 -0.15421
H: 4.76657 -4.06281 -4.74377
H: 4.80254 -2.22946 -1.49655
Si: 2.72385 -1.02203 -3.36673
F: 2.78779 3.68466 6.73135
H: 2.93747 -3.13553 2.39392
O: -0.92818 -1.45810 -0.25069
C: 3.39021 2.09313 -3.96821
H: -0.28787 -2.25537 -3.94226
F: -1.52365 -6.01957 4.68886
S: 2.01031 -0.88754 -1.17765
H: 2.49212 0.66867 6.48742
C: 5.78037 1.34298 -3.90183
H: 0.62645 -1.25996 -7.47816
C: 0.53041 -3.22002 1.47561
H: 4.81781 -5.38345 -3.55935
C: 4.05471 -0.01811 1.65097
O: 3.03805 -2.57271 -3.51167
C: 1.33990 0.49652 3.29929
H: -0.07433 1.04464 -5.73780
C: 0.83443 2.63727 4.28118
O: 4.05802 -0.14534 -3.26210
C: 1.80923 4.44580 -0.05732
F: 0.70060 4.21802 6.50066
H: 2.41168 -0.87535 4.56303
C: 1.44863 2.23586 5.45516
H: 1.77235 -0.01206 -6.96637
H: 3.24911 1.70081 -4.97468
H: 2.51952 6.04680 -1.28854
H: -0.03532 -1.50800 4.35319
H: -1.16152 -3.63133 4.92244
C: 3.15241 -1.05715 1.87013
H: -4.54380 1.97934 1.76385
H: -3.20286 2.45120 2.81047
C: -1.41968 -5.83130 3.36325
H: 5.68581 -2.50260 -3.00770
H: 5.66611 -3.76022 -1.75409
C: 4.51836 1.66375 -1.75914
H: 6.16881 2.35901 -3.82991
H: -0.20173 5.20029 -0.42690
H: -0.57187 -2.65823 -5.64212
H: -0.78112 0.23549 -4.34685
C: -3.20743 0.70639 -0.16914
C: -3.54931 1.69913 2.10278
O: 1.67927 -0.45595 -4.41014
H: 5.69359 1.06917 -4.95320
C: -2.46442 -0.40721 1.80427
F: 7.56312 -1.91693 3.75262
F: -0.77824 -6.89134 2.84798
C: 5.07861 -2.98163 -2.23928
C: 2.91270 4.56754 1.01105
C: 5.86874 -1.48042 2.18811
C: 4.98255 -2.53015 2.37957
H: -1.27301 -0.24751 -5.96274
O: -2.69681 -2.65449 -0.88528
H: 0.98693 -3.09298 0.50153
H: 1.57397 4.85549 -2.19067
C: 3.62154 -2.31729 2.22449
H: 3.30671 -5.01000 -4.40901
C: 3.83265 -3.59652 -2.86440
H: -4.44047 -0.24417 2.68825
H: 6.11607 0.58042 1.65459
H: 4.84628 2.70246 -1.68800
O: -3.10792 0.95476 -2.51792
C: 1.35832 -0.98956 -6.71728
C: 0.17462 -2.30717 -4.93139
C: -3.48664 0.27742 2.71483
C: 7.33209 -1.73025 2.43930
H: -2.12008 2.49620 0.58891
H: -4.07522 -1.20186 0.53001
C: -0.68331 -3.51211 3.95994
C: 4.41815 1.24728 -3.22517
H: 2.02482 -4.60039 -2.24253
C: 4.20455 -4.57951 -3.96586
H: -4.23509 0.99249 -0.37337
H: 2.42392 2.06868 -3.45832
F: -2.66584 -5.83191 2.85854
C: -2.21194 -1.69991 -0.32941
F: 7.75388 -2.83680 1.80223
O: -1.55768 0.68333 1.47484
C: -3.10629 -0.71927 0.44884
H: 2.74803 -3.56356 -0.99640
H: 3.54924 1.54963 -1.26663
Re: 0.23237 0.16463 -0.12824
C: -0.43296 0.08649 -5.35636
H: 0.80992 6.24703 0.57198
H: -1.91899 -1.23276 2.24617
H: 3.68187 0.95940 1.36326
H: 2.61141 4.11284 1.95571
O: -1.15379 0.95835 -1.42601
C: 1.95934 0.10597 4.48781
H: 0.39777 3.62499 4.21787
H: 5.35147 -3.50881 2.65678
H: 0.99865 -3.02029 -4.89764
C: 0.78173 1.76591 3.20295
H: 3.11537 5.62460 1.17966
C: -0.04598 -2.32171 3.63929
C: -2.57375 1.56738 0.92966
C: -0.70497 -4.54516 3.03798
H: 2.16474 -1.72539 -6.71979
H: 3.48876 -5.12721 -1.38888
C: 2.01351 0.97065 5.56533
C: 0.54129 5.21092 0.37054
C: 2.31654 4.98236 -1.40340

Results
spin multiplicity: 2
E_LUMO (spin up / spin down): -5.2 / -4.8 eV
charge: +1
Kohn-Sham gap (spin up / spin down): 0.2295 / 0.2359 Eh

***

Molecular formula: C55H44CsN11S2
Method: DFT, wB97M-V/def2-TZVPD

Cartesian coordinates (Å):
C: 19.70367 10.43411 12.80350
C: 14.30481 10.79961 11.14184
H: 11.19263 7.31478 17.42535
C: 19.05765 12.28648 11.34542
H: 18.90720 12.54202 14.89415
H: 22.05636 7.34836 15.46893
C: 19.80547 11.76956 19.01831
N: 12.36296 10.45862 15.02474
N: 14.37478 9.79542 10.17159
C: 10.26719 13.16156 13.72582
C: 14.99813 8.99324 12.91991
N: 13.63939 9.42484 16.54001
C: 19.11328 7.83717 15.37909
C: 19.71875 12.99086 15.46214
H: 12.00509 13.02971 14.99196
H: 18.19242 15.42958 17.27103
N: 16.23498 11.15414 12.34658
H: 22.09113 10.77592 17.97596
H: 12.41947 3.44113 18.80036
C: 21.41998 10.95483 17.10007
C: 13.38813 10.22163 14.17239
H: 12.90717 7.30948 15.03462
N: 19.54847 8.74092 14.39634
H: 19.81586 10.01279 20.50586
H: 14.80904 4.02479 18.42000
H: 21.07968 10.00896 16.72403
N: 16.92770 6.34132 17.71002
C: 13.77260 10.05746 9.06205
C: 9.27789 12.45781 12.98082
N: 17.88820 7.73698 15.82846
C: 21.03054 10.69306 12.67429
S: 15.72952 12.15621 10.93855
C: 11.80056 5.37438 18.14474
H: 8.46578 13.03349 12.53805
C: 18.69457 11.21117 12.20437
C: 10.35805 10.30892 13.53870
H: 19.66749 14.01658 15.19040
H: 18.39314 12.60468 21.21646
C: 13.38192 7.03095 17.54286
C: 17.86793 6.75138 16.86697
C: 15.67351 6.85864 17.67682
H: 10.74186 5.08280 18.24591
C: 20.05291 7.06166 16.16424
H: 8.65977 10.51757 12.25721
H: 12.89209 11.94434 12.05032
C: 19.88138 5.64891 18.15075
H: 11.53091 13.37367 11.16811
C: 9.32804 11.12203 12.91442
C: 12.74531 4.42450 18.43306
N: 15.42754 8.07278 17.26493
H: 14.13763 5.44817 14.05610
H: 11.34059 13.53948 9.36830
C: 21.30976 5.52127 18.12139
H: 14.49965 9.61722 7.11268
C: 14.02459 8.84350 13.88624
H: 21.36435 10.52299 19.80835
H: 21.95980 11.57792 16.38693
H: 12.93347 8.66547 7.48727
C: 14.07331 4.79140 18.27144
C: 21.44076 6.95929 16.24819
N: 17.56043 9.80700 13.72302
H: 16.41214 8.17081 11.60576
C: 11.25816 12.44921 14.35263
C: 12.49698 11.83355 10.06262
H: 14.54329 8.31749 8.19645
C: 19.27131 6.33923 17.12040
C: 14.39596 6.08434 17.92433
H: 16.09174 5.83180 12.74084
C: 13.89548 9.09036 7.89520
H: 18.21095 12.93516 11.03673
H: 20.64627 11.58316 21.02304
H: 10.22949 14.24050 13.77270
C: 20.40903 10.93501 20.16464
C: 11.36013 12.81634 10.23868
N: 13.09190 11.52039 11.19046
H: 10.50295 12.22111 10.35944
H: 20.67835 13.19519 10.31459
C: 18.24879 13.32582 20.41232
C: 12.43759 9.53966 16.09422
H: 22.33428 11.88180 11.38305
Cs: 17.27638 10.54187 16.90016
C: 22.07160 6.24169 17.22171
C: 20.36448 12.44074 11.01656
C: 14.93154 10.47020 12.49473
C: 13.70555 7.54901 14.27753
H: 17.28952 14.32857 16.34942
C: 14.07296 8.20807 17.10868
H: 18.79977 14.27070 20.61963
C: 17.38692 10.74147 12.72696
C: 14.43302 6.46195 13.83203
H: 23.13415 6.16704 17.19986
H: 12.44719 11.60342 7.98429
H: 11.54551 8.94956 16.30973
C: 18.60933 13.30274 17.81830
C: 17.71738 14.43686 17.36340
C: 12.06997 6.62977 17.67481
H: 16.87968 14.62157 18.03666
C: 11.22042 11.05392 14.37015
C: 18.95286 9.58834 13.73833
C: 18.79096 12.75920 19.11809
N: 14.05101 11.16574 13.43358
C: 12.95021 11.23610 8.88475
C: 15.44820 6.70187 12.95070
H: 19.37383 5.02628 18.90671
H: 21.76721 10.02449 13.09896
C: 20.25609 11.72449 17.66142
H: 17.20443 13.51998 20.29943
C: 21.33248 11.68914 11.69581
H: 20.58465 12.51199 15.00112
H: 21.66956 4.77975 18.84107
S: 10.35102 8.63233 13.32518
C: 19.53400 12.69078 16.93766
C: 15.71996 7.94295 12.42804

Results
E_LUMO (spin up / spin down): 3.3 / 3.4 eV
charge: -2
ΔE to the lowest compared entry with this formula, charge and spin: 319.5 kJ/mol
Kohn-Sham gap (spin up / spin down): 0.1728 / 0.1852 Eh

***

Molecular formula: C37H28Cl5N2O6PtS5
Method: DFT, wB97M-V/def2-TZVPD

Cartesian coordinates (Å):
H: 2.31965 -1.49026 0.74427
C: -0.06924 4.40742 -1.37293
S: -5.02953 1.29400 0.70238
C: -0.53108 5.42756 4.48011
O: 0.79626 -4.23598 1.98815
H: 4.58069 2.07734 -0.28901
Cl: 0.61012 6.74226 -2.50325
S: -2.31512 0.49760 1.76452
C: -0.82504 4.72419 3.32029
N: -3.62159 -0.62126 -0.27127
H: -0.99998 6.38524 4.66352
H: 1.58939 3.22324 5.93727
H: 4.24381 3.24579 2.19153
H: 5.37509 -4.38759 -0.04418
H: -0.45413 2.93050 2.17856
H: 5.23778 -0.76010 -2.31526
H: -1.32180 -3.80141 -2.00941
C: -0.42701 2.99713 -1.37322
O: 0.69754 0.71550 2.62460
C: 3.04409 1.87274 3.26519
Cl: 0.10839 5.16049 0.14330
C: 0.92960 3.66042 5.19600
C: -6.30429 -3.20426 -3.08465
C: 0.29594 -6.08553 0.63919
H: -7.25993 -3.69425 -3.21073
C: -0.23395 3.49079 3.07972
C: -0.33391 -3.88151 -0.12434
H: 0.56860 5.44283 6.32566
H: -1.52333 5.13335 2.60137
C: -3.57840 0.32629 0.66328
C: -0.62546 2.38279 -2.66847
H: 3.54881 2.15347 4.19233
S: 1.37646 1.36808 3.79495
C: 0.63790 2.97653 4.02311
O: 0.12544 -1.88172 1.08706
C: 3.74526 1.55448 0.17922
C: -0.01970 4.44113 -3.78152
C: 5.45235 -2.60806 -1.23357
C: -3.83108 -1.97974 -2.72099
C: -3.98919 -2.96115 -3.68454
H: 3.36748 -3.67803 1.22302
H: -0.19226 -7.70030 -0.65878
C: -5.22350 -3.56680 -3.87453
Cl: -1.15564 0.77069 -2.70162
Cl: -0.65517 2.33027 -5.34691
H: -3.13939 -3.26206 -4.28378
H: -2.86416 -1.54752 -2.51649
C: 0.14427 5.09698 -2.53865
C: -6.16717 -2.21984 -2.11992
H: 4.15072 0.85657 0.91004
C: 4.85512 -1.38849 -1.51938
H: 2.65586 3.41722 0.17102
C: 0.34986 4.89942 5.41636
H: 6.31813 -2.92769 -1.79768
O: -0.53416 2.38792 -0.29907
C: -0.37168 -2.42119 0.03155
H: 0.75148 -6.70582 1.39953
H: -5.34003 -4.33389 -4.62860
H: 2.63646 3.84904 2.50601
C: -0.87198 -4.45883 -1.27878
H: -1.25106 -6.25663 -2.37451
S: -6.99820 0.83127 -1.49611
H: 0.65809 -3.26849 2.01011
C: 3.18854 2.95633 2.20517
O: -0.85473 -1.66127 -0.84842
C: -0.83103 -5.81915 -1.47910
C: -5.65728 0.42029 -0.67002
C: 3.74128 -1.00232 -0.78816
H: 3.47997 0.92087 2.94706
C: 0.25371 -4.70677 0.84981
Cl: 0.24826 5.29088 -5.22045
C: 3.20276 -1.80490 0.20440
C: 2.75367 2.53105 0.80051
C: 4.91899 -3.42778 -0.24791
C: -4.93331 -1.60355 -1.96448
S: 2.99571 0.56834 -1.18672
C: 3.79481 -3.03165 0.46657
O: 1.51919 0.47554 -0.91180
C: -0.23643 -6.62885 -0.51062
Pt: -0.29411 0.16973 0.45522
C: -0.41951 3.08616 -3.83012
H: 1.76908 2.07059 0.84667
H: -7.00322 -1.95042 -1.49349
N: -4.74880 -0.59524 -0.95520

Results
spin multiplicity: 5
E_LUMO (spin up / spin down): -2.4 / -5.5 eV
charge: +1
ΔE to the lowest compared entry with this formula, charge and spin: 0.0 kJ/mol
Kohn-Sham gap (spin up / spin down): 0.2935 / 0.1815 Eh

***

Molecular formula: C24H40N9P2RhS3
Method: DFT, wB97M-V/def2-TZVPD

Cartesian coordinates (Å):
H: -3.33304 0.12998 3.24906
C: -0.10327 -0.66446 3.71636
H: 0.39590 -0.56372 5.88797
N: -3.33624 3.48512 2.61305
H: 2.01992 1.39851 6.34206
C: 1.00797 -5.35320 -0.07003
H: -3.69050 -2.73972 -1.06707
N: 1.89926 3.85153 0.56842
Rh: -0.04668 -0.00563 0.53816
C: 1.03167 4.15028 -0.44687
H: 5.17174 -1.07159 -1.08278
N: 0.48780 -0.04139 2.64573
H: 3.37741 4.42865 1.95857
C: 2.51116 1.18990 5.39680
H: -1.59192 2.47934 3.27492
H: -5.17303 3.23187 3.65424
H: 1.30064 -5.84416 -0.99654
C: 1.47592 0.71272 3.12258
N: 0.54322 2.13892 0.37485
P: 2.69603 1.67536 2.16289
C: -3.37852 2.03901 -0.02853
H: 5.79192 1.66622 0.84782
H: -0.58510 -4.39259 -2.07046
C: -5.39709 2.00757 1.34049
H: -2.26391 -4.69871 -0.95383
H: -4.16935 -0.31896 1.76462
H: -0.61250 2.93464 -1.26873
N: 2.23140 -0.20670 0.11794
S: -1.73014 -1.47068 -0.77689
C: -2.54625 -4.19466 -0.03528
S: 0.83552 -3.55891 -0.34751
H: -0.93102 -1.34786 3.60498
N: -4.75964 1.51259 2.56652
H: 3.33879 0.50804 5.57402
H: 2.88873 2.11864 4.98467
H: -4.86698 4.56504 1.60554
N: 1.53391 0.57971 4.47016
H: 5.58650 0.52417 2.19377
C: 2.96839 -0.90642 -0.80418
H: 3.83000 4.64779 0.25731
H: -3.41326 -2.31327 0.61660
C: 3.10528 0.41123 0.90717
H: -5.74270 1.16727 0.74256
H: -3.12811 4.31039 3.17796
H: 0.79592 -3.53670 -2.70738
H: -3.79252 1.26380 -0.67480
C: -3.72757 0.51784 2.30825
C: -0.32407 -5.87662 0.50434
H: 2.52542 -1.49165 -1.59533
H: -3.83517 2.24909 4.28898
N: 4.36974 0.13106 0.51033
H: -3.42994 -4.70893 0.34971
C: 4.29616 -0.70228 -0.57002
H: 1.07689 5.07951 -0.99564
S: -1.24059 -4.44809 1.18616
H: 1.82832 -5.45770 0.63728
H: 2.67881 5.75089 1.01839
C: 0.54823 -0.28574 4.85540
H: -1.38031 3.42764 1.79953
C: 0.00311 -3.48575 -1.95809
H: -3.30581 4.55000 0.75412
H: -0.27577 -1.40480 -2.60361
H: -6.26224 2.61285 1.60470
H: -1.62628 -2.46794 -2.93419
H: 6.44669 0.03246 0.73631
H: -0.95407 -6.36485 -0.23660
C: -4.33371 2.59342 3.38566
C: 0.19121 3.08251 -0.56356
C: -2.94664 -2.74252 -0.27051
N: -4.46074 2.81917 0.55834
C: 3.01946 4.72087 0.97816
C: 1.59336 2.61818 1.03714
P: -2.32317 1.23046 1.29043
H: -0.17100 -6.57916 1.32015
C: 5.62131 0.62582 1.11391
C: -2.05504 2.75462 2.32765
C: -4.02510 3.94671 1.30414
H: -2.75859 2.68318 -0.65244
C: -0.86175 -2.22692 -2.19621

Results
spin multiplicity: 5
E_LUMO (spin up / spin down): -9.4 / -12.8 eV
charge: +4
ΔE to the lowest compared entry with this formula, charge and spin: 0.0 kJ/mol
Kohn-Sham gap (spin up / spin down): 0.3352 / 0.2195 Eh